40
Properties=species:S:1:pos:R:3 method="wB97M-V/def2-TZVPD" homo_lumo_gap_ev="9.31 / 1.79" e_lumo_ev="-3.38 / -10.82" total_charge=+1 spin_multiplicity=2 s_squared=0.755
C 24.8845 3.7087 -16.3323
Cl 23.9251 2.3763 -16.9929
Cl 24.7198 5.0560 -17.5001
H 24.4542 3.9930 -15.3720
H 25.9295 3.4345 -16.1882
C 23.4302 -5.3996 -19.9780
Cl 24.2660 -3.9293 -19.4792
Cl 23.7724 -6.5656 -18.7044
H 22.3477 -5.2760 -19.9493
H 23.7677 -5.8093 -20.9300
C 20.6149 -2.7382 -14.8069
Cl 19.8410 -1.1952 -14.3772
Cl 19.3966 -4.0962 -14.8591
H 21.0330 -2.6504 -15.8097
H 21.4048 -2.9000 -14.0735
C 20.4943 -2.3658 -19.5673
Cl 20.5434 -0.9718 -20.6914
Cl 18.9732 -2.4051 -18.6138
H 20.5378 -3.2150 -20.2492
H 21.3503 -2.3523 -18.8926
C 26.6933 0.1706 -13.9788
Cl 27.4496 1.3620 -15.0572
Cl 27.6775 -1.3212 -13.7169
H 26.5853 0.6381 -13.0001
H 25.7364 -0.0763 -14.4386
C 23.7559 -1.0048 -23.0116
Cl 24.6256 -0.1230 -24.2632
Cl 24.6917 -1.2117 -21.5419
H 22.8118 -0.4973 -22.8136
H 23.5459 -1.9871 -23.4348
C 29.4674 -3.1688 -16.2236
Cl 30.4560 -2.0482 -15.2780
Cl 30.1558 -4.8135 -16.3530
H 28.4342 -3.2021 -15.8780
H 29.4032 -2.6771 -17.1943
C 25.0172 -1.0696 -17.7130
Cl 26.0217 -2.0111 -16.5341
Cl 23.3128 -1.1939 -17.1004
H 25.3613 -0.0364 -17.6652
H 25.1008 -1.3928 -18.7506

12
Properties=species:S:1:pos:R:3 method="wB97M-V/def2-TZVPD" homo_lumo_gap_ev=9.48 e_lumo_ev=0.46 total_charge=0 smiles=SC1CNC1
S -1.5808 -1.3690 -0.4430
C -0.7314 0.1508 0.2717
C 0.6010 -0.0158 0.9196
N 1.1659 1.0717 -0.0838
C 0.0411 0.5284 -0.9864
H -1.4601 -2.1168 0.9911
H -1.2788 1.0726 0.6079
H 0.8432 -0.9080 0.4009
H 0.6650 0.2017 2.0118
H 1.9958 0.5270 -0.4703
H 0.0407 -0.5087 -1.5038
H -0.3017 1.3661 -1.7156

50
Properties=species:S:1:pos:R:3 method="wB97M-V/def2-TZVPD" homo_lumo_gap_ev=8.82 e_lumo_ev=0.28 total_charge=0 smiles="Cc1ccc(S(=O)(=O)N(CC(=O)Nc2ccccc2C(=O)O)c2ccc(Cl)cc2)cc1"
C -5.7987 -3.4860 0.0762
C -4.4497 -2.8448 -0.0073
C -3.8369 -2.3227 1.1275
C -2.5963 -1.7146 1.0457
C -1.9707 -1.6233 -0.1817
S -0.3421 -0.8949 -0.2865
O 0.5811 -1.8053 0.3407
O -0.0627 -0.5029 -1.6320
N -0.4057 0.4527 0.7202
C 0.4345 0.4604 1.8997
C 1.8131 1.0897 1.6220
O 2.1370 2.1495 2.1142
N 2.5496 0.3301 0.7816
C 3.7788 0.6228 0.1915
C 4.3625 1.8832 0.3105
C 5.5464 2.1784 -0.3375
C 6.1694 1.2318 -1.1358
C 5.6025 -0.0196 -1.2633
C 4.4242 -0.3478 -0.5949
C 3.9367 -1.7358 -0.7777
O 4.1249 -2.3967 -1.7668
O 3.3055 -2.2278 0.3012
C -1.0414 1.6170 0.2837
C -0.7363 2.8681 0.8225
C -1.4092 3.9991 0.3996
C -2.3888 3.8983 -0.5732
Cl -3.2301 5.3115 -1.1015
C -2.6960 2.6663 -1.1265
C -2.0315 1.5346 -0.6950
C -2.5561 -2.1376 -1.3236
C -3.7950 -2.7452 -1.2323
H -6.5627 -2.7823 -0.2545
H -5.8509 -4.3600 -0.5686
H -6.0288 -3.7823 1.0959
H -4.3341 -2.3948 2.0832
H -2.1155 -1.3103 1.9222
H -0.0602 1.0190 2.6990
H 0.5682 -0.5794 2.2038
H 2.1647 -0.5837 0.5530
H 3.8776 2.6291 0.9173
H 5.9799 3.1607 -0.2239
H 7.0872 1.4680 -1.6515
H 6.0628 -0.7790 -1.8772
H 2.9470 -3.1098 0.1186
H 0.0372 2.9798 1.5633
H -1.1631 4.9599 0.8234
H -3.4554 2.5888 -1.8884
H -2.2785 0.5839 -1.1344
H -2.0341 -2.0469 -2.2632
H -4.2600 -3.1492 -2.1190

57
Properties=species:S:1:pos:R:3 method="wB97M-V/def2-TZVPD" homo_lumo_gap_ev="7.69 / 5.93" e_lumo_ev="0.22 / -1.44" total_charge=0 spin_multiplicity=5 s_squared=6.024
Ru -1.1771 -0.1598 -0.4881
C -2.7454 -2.3076 -2.8371
C -1.6451 -2.8829 -1.9973
C -1.2590 -4.2011 -2.1227
C -0.2401 -4.6945 -1.3008
C 0.3706 -3.8854 -0.3795
C -0.0359 -2.5320 -0.2761
N -1.0197 -2.0847 -1.1154
N 0.3846 -1.5946 0.5625
Si 1.3347 -1.6718 1.9946
C 0.1289 -1.8445 3.4467
C 2.5820 -3.1004 2.0825
C 2.3409 -0.0843 2.1609
H -3.5072 -3.0598 -3.0346
H -2.3442 -1.9529 -3.7870
H -3.1981 -1.4564 -2.3350
H -1.7547 -4.8268 -2.8507
H 0.0530 -5.7337 -1.3888
H 1.1380 -4.2539 0.2827
H -0.2571 -2.8648 3.5068
H -0.7303 -1.1822 3.3146
H 0.5992 -1.6098 4.4059
H 2.1561 -3.9732 2.5822
H 3.4607 -2.7880 2.6508
H 2.9367 -3.4082 1.0975
H 1.7384 0.7501 2.5217
H 2.7741 0.2082 1.2029
H 3.1592 -0.2258 2.8712
N -0.8680 2.5446 2.7864
C -1.4109 1.5704 2.0314
N -0.7811 1.4170 0.8932
C 0.2558 2.3470 0.8911
C 1.2446 2.6315 -0.0486
C 2.1467 3.6307 0.2601
C 2.0860 4.3405 1.4662
C 1.1095 4.0745 2.4042
C 0.2006 3.0731 2.0907
H -1.1807 2.8151 3.7016
H -2.2780 1.0077 2.3358
H 1.3160 2.0711 -0.9687
H 2.9347 3.8587 -0.4458
H 2.8175 5.1122 1.6664
H 1.0549 4.6176 3.3389
F 0.1864 0.5784 -5.3406
C 0.7374 0.9693 -4.1890
F 2.0239 0.6134 -4.2004
F 0.6890 2.3221 -4.1498
C -0.0275 0.4150 -2.9580
O -1.2429 0.2348 -3.0941
O 0.6436 0.2742 -1.9114
S -3.1668 -0.5585 0.4025
N -2.1854 3.4252 -0.7240
N -2.2612 2.1591 -1.3825
H -2.7994 4.1005 -1.1641
H -1.2363 3.7634 -0.8093
H -2.0486 2.2048 -2.3731
H -3.2029 1.8079 -1.2794

12
Properties=species:S:1:pos:R:3 method="wB97M-V/def2-TZVPD" homo_lumo_gap_ev=10.04 e_lumo_ev=0.11 total_charge=0
C 1.8248 0.1687 0.4309
N 0.5560 0.8716 0.3117
C -0.4475 0.1766 -0.0370
N -0.3994 -1.2126 -0.3226
C -1.7920 0.8483 -0.1479
O -2.7827 0.2232 -0.4514
H 1.7596 -0.8894 0.1632
H 2.5706 0.6603 -0.1991
H 2.1594 0.2503 1.4683
H -0.3986 -1.3749 -1.3250
H -1.2257 -1.6566 0.0556
H -1.8245 1.9345 0.0532

9
Properties=species:S:1:pos:R:3 method="wB97M-V/def2-TZVPD" homo_lumo_gap_ev=7.93 e_lumo_ev=-5.74 total_charge=+1 smiles="S=C=C1C[NH2+]1"
S -2.2726 0.7291 -2.0478
C -1.6511 0.2509 -0.6955
C -0.6380 0.2464 0.1257
C 0.7786 0.0748 -0.2627
N 0.3762 -0.4147 1.0591
H 1.4468 1.0178 -0.1694
H 1.0580 -0.5667 -1.1631
H 0.5372 0.1177 1.9110
H 0.3650 -1.4553 1.2427

The evaluated electronic energy for the records listed, in turn: -208902.943, -15545.979, -59698.750, -61556.590, -8235.048, -15489.749 eV.